Model i:
Entry from OMol25: a gas-phase ion, C7H12N3 (charge +1) (the ωB97M-V functional and the def2-TZVPD basis).

Calculated values
Gap between HOMO and LUMO (alpha / beta) ... 7.6 / 7.6 eV
Net charge ... +1
HOMO level (alpha / beta) ... -12.44 / -12.44 eV
SMILES ... C[C@@H]1NN\C=C/C=C\C=[NH+]/1

Each line ends with the natural charge from an NBO analysis.
Positions of all 22 atoms, in Å:
C (2.33, -0.36, 0.50)  -0.0600
C (1.44, -1.40, 0.63)  -0.3602
C (2.30, 0.66, -0.50)  -0.3583
C (0.35, -1.71, -0.20)  0.1985
C (1.22, 1.49, -0.65)  0.1484
C (-1.31, 0.15, 0.22)  0.0830
C (-2.75, -0.18, 0.08)  -0.6391
N (0.37, 1.68, 0.36)  -0.3934
N (-0.94, 1.60, 0.00)  -0.4373
N (-0.59, -0.82, -0.63)  -0.4982
H (3.29, -0.61, 0.93)  0.2380
H (1.86, -2.31, 1.10)  0.2543
H (3.25, 0.82, -0.92)  0.2546
H (0.48, -2.57, -0.89)  0.2346
H (0.96, 2.04, -1.46)  0.2113
H (-1.08, -0.17, 1.21)  0.1930
H (-3.32, 0.00, 1.06)  0.2527
H (-2.70, -1.24, -0.20)  0.2274
H (-3.32, 0.35, -0.71)  0.2442
H (0.79, 1.46, 1.17)  0.3763
H (-1.56, 2.27, 0.40)  0.3978
H (-1.07, -1.17, -1.51)  0.4322

=====

Model ii:
Entry from OMol25: a gas-phase ion, C7H12N3 (charge +1) (the ωB97M-V functional and the def2-TZVPD basis).

Calculated values
Gap between HOMO and LUMO ... 9.9 eV
Net charge ... +1
HOMO level ... -12.56 eV
SMILES ... CN1C=CC2=[NH+]CCCN21

Each line ends with the natural charge from an NBO analysis.
Positions of all 22 atoms, in Å:
C (0.65, -1.23, -1.79)  -0.3755
C (-0.66, -1.62, -1.61)  0.0796
C (0.96, -0.32, -0.78)  0.4325
C (0.68, 1.79, 1.00)  -0.4157
C (-0.47, 0.78, 1.05)  -0.2273
C (2.03, 1.08, 0.84)  -0.2200
C (-2.51, -1.12, -0.01)  -0.4238
N (-1.19, -0.99, -0.55)  -0.1224
N (-0.26, -0.18, 0.01)  -0.1765
N (2.04, 0.36, -0.42)  -0.5713
H (1.31, -1.57, -2.56)  0.2639
H (-1.23, -2.32, -2.19)  0.2507
H (0.54, 2.46, 0.16)  0.2265
H (0.68, 2.38, 1.92)  0.2512
H (-0.50, 0.27, 2.02)  0.2167
H (-1.41, 1.30, 0.89)  0.2308
H (2.84, 1.81, 0.83)  0.2388
H (2.20, 0.39, 1.68)  0.2030
H (-2.97, -2.04, -0.37)  0.2486
H (-2.47, -1.16, 1.08)  0.2317
H (-3.15, -0.28, -0.30)  0.2276
H (2.90, 0.21, -0.91)  0.4308

=====

Which is the most stable structure? model ii is the most stable.

=====

Model i:
Entry from OMol25: 2 unconnected molecules or ions with the total composition CH7NO2 (the ωB97M-V functional and the def2-TZVPD basis).

Calculated values
Gap between HOMO and LUMO ... 10.9 eV
HOMO level ... -10.19 eV
SMILES ... NCO.O

Each line ends with the natural charge from an NBO analysis.
Positions of all 11 atoms, in Å:
N (0.24, -0.06, -1.00)  -0.8738
C (-0.16, 0.87, 0.05)  0.0817
O (-1.56, 1.10, 0.13)  -0.7174
H (0.42, 0.45, -1.86)  0.3608
H (-0.51, -0.69, -1.26)  0.3695
H (0.36, 1.79, -0.15)  0.1504
H (0.17, 0.52, 1.02)  0.1689
H (-1.79, 1.73, -0.56)  0.4646
H (1.52, -1.88, 1.76)  0.4669
H (0.58, -1.63, 0.55)  0.4803
O (0.74, -2.20, 1.31)  -0.9520

=====

Model ii:
Entry from OMol25: 3 unconnected molecules or ions with the total composition CH7NO2 (the ωB97M-V functional and the def2-TZVPD basis).

Calculated values
Gap between HOMO and LUMO ... 11.2 eV
HOMO level ... -10.32 eV
SMILES ... C=N.O.O

Each line ends with the natural charge from an NBO analysis.
Positions of all 11 atoms, in Å:
C (0.21, 1.92, -0.23)  -0.0520
N (-0.89, 2.48, 0.04)  -0.6164
H (0.22, 0.85, -0.09)  0.1809
H (1.05, 2.42, -0.72)  0.1490
H (-0.81, 3.50, -0.03)  0.3310
H (-1.24, -0.53, 0.59)  0.4699
H (-1.62, -0.27, -0.79)  0.4689
O (-1.12, -0.93, -0.28)  -0.9316
H (2.21, -2.40, -0.08)  0.4633
H (1.04, -3.31, 0.06)  0.4696
O (1.63, -2.76, 0.60)  -0.9326

=====

Which is the most stable structure? model i is the most stable.